# 1
{"formula": "C21H51BrFN2O7", "method": "wB97M-V/def2-TZVPD", "symbols": ["C", "C", "N", "C", "C", "O", "O", "C", "C", "F", "N", "C", "C", "C", "C", "C", "Br", "H", "H", "H", "H", "H", "H", "H", "H", "H", "H", "H", "H", "H", "H", "H", "H", "H", "H", "H", "H", "H", "C", "C", "O", "H", "H", "H", "H", "H", "H", "C", "C", "O", "H", "H", "H", "H", "H", "H", "C", "C", "O", "H", "H", "H", "H", "H", "H", "C", "C", "O", "H", "H", "H", "H", "H", "H", "C", "C", "O", "H", "H", "H", "H", "H", "H"], "positions_angstrom": [[-0.141, 2.085, 4.810], [0.078, 3.434, 3.970], [-1.147, 4.222, 3.695], [-2.100, 3.553, 2.744], [-3.362, 3.098, 3.678], [-4.570, 3.069, 3.244], [-3.199, 2.768, 5.030], [-2.693, 4.788, 1.848], [-3.399, 5.923, 2.777], [-3.609, 4.362, 0.825], [-1.519, 2.453, 1.943], [-0.743, 2.929, 0.758], [0.510, 1.937, 0.414], [-2.513, 1.479, 1.411], [-2.554, 0.068, 2.235], [-2.403, -1.199, 1.211], [-4.306, -0.226, 3.166], [-1.000, 1.441, 4.436], [-0.438, 2.413, 5.880], [0.853, 1.520, 4.938], [0.751, 4.107, 4.634], [0.722, 3.169, 3.062], [-0.820, 5.129, 3.311], [-1.847, 5.360, 1.303], [-4.463, 5.621, 3.049], [-2.748, 6.244, 3.654], [-3.491, 6.850, 2.089], [-1.393, 3.140, -0.170], [-0.238, 3.943, 1.001], [0.473, 1.588, -0.687], [0.371, 1.021, 1.107], [1.519, 2.449, 0.606], [-2.134, 1.171, 0.360], [-3.567, 1.879, 1.244], [-1.651, 0.005, 2.926], [-1.838, -0.937, 0.259], [-3.404, -1.720, 1.017], [-1.750, -1.967, 1.779], [-0.456, -4.488, -2.141], [-0.429, -3.009, -1.809], [-0.533, -2.817, -0.403], [-1.381, -4.945, -1.778], [-0.382, -4.648, -3.217], [0.371, -5.010, -1.650], [-1.268, -2.496, -2.283], [0.500, -2.548, -2.159], [0.217, -3.266, 0.009], [1.821, -5.601, -6.786], [1.967, -4.825, -5.492], [1.316, -5.517, -4.431], [0.765, -5.739, -7.034], [2.312, -5.080, -7.611], [2.259, -6.600, -6.690], [1.510, -3.838, -5.584], [3.021, -4.694, -5.231], [1.732, -6.385, -4.350], [-5.711, 3.967, 6.451], [-5.619, 4.445, 7.886], [-6.920, 4.520, 8.468], [-6.334, 4.644, 5.861], [-4.719, 3.910, 5.994], [-6.178, 2.979, 6.402], [-5.172, 5.440, 7.930], [-5.006, 3.764, 8.486], [-7.305, 3.635, 8.434], [5.997, -6.092, -3.339], [5.851, -5.317, -4.634], [5.112, -4.122, -4.411], [5.015, -6.341, -2.928], [6.558, -7.016, -3.498], [6.515, -5.491, -2.586], [5.314, -5.912, -5.376], [6.831, -5.054, -5.045], [5.597, -3.597, -3.760], [5.963, -0.552, -6.528], [5.506, 0.025, -5.202], [4.544, -0.830, -4.599], [5.113, -0.678, -7.203], [6.699, 0.100, -7.004], [6.408, -1.541, -6.386], [5.043, 1.003, -5.349], [6.351, 0.143, -4.515], [4.964, -1.692, -4.463]], "mulliken_charge": [-0.73, -0.16, -0.18, 0.47, -0.30, -0.68, -0.84, -0.05, -1.25, -0.40, 0.84, -0.82, -0.96, -1.13, 0.15, -0.86, -0.18, -0.08, 0.25, 0.34, 0.40, 0.06, 0.35, 0.40, 0.26, 0.32, 0.40, 0.45, 0.32, 0.27, 0.19, 0.32, 0.49, 0.41, 0.21, 0.16, 0.33, 0.21, -0.97, -0.21, -0.41, 0.32, 0.21, 0.32, 0.29, 0.23, 0.22, -1.20, 0.42, -0.45, 0.34, 0.34, 0.33, 0.30, -0.31, 0.25, -0.58, -0.30, -0.54, 0.25, 0.01, 0.33, 0.28, 0.24, 0.30, -1.03, -0.26, -0.46, 0.25, 0.35, 0.33, 0.27, 0.28, 0.28, -0.92, -0.24, -0.44, 0.24, 0.34, 0.27, 0.28, 0.24, 0.24], "max_force_ev_per_a": 6.34, "gap_ev": 5.37, "energy_ev": -112673.061, "charge": -1, "e_lumo_ev": 1.420}



# 2
{"formula": "C21H51Cl3O5", "method": "wB97M-V/def2-TZVPD", "symbols": ["C", "Cl", "Cl", "Cl", "H", "C", "C", "O", "C", "C", "H", "H", "H", "H", "H", "H", "H", "H", "H", "H", "C", "C", "O", "C", "C", "H", "H", "H", "H", "H", "H", "H", "H", "H", "H", "C", "C", "O", "C", "C", "H", "H", "H", "H", "H", "H", "H", "H", "H", "H", "C", "C", "O", "C", "C", "H", "H", "H", "H", "H", "H", "H", "H", "H", "H", "C", "C", "O", "C", "C", "H", "H", "H", "H", "H", "H", "H", "H", "H", "H"], "positions_angstrom": [[7.315, 6.300, 27.766], [8.481, 5.301, 26.898], [7.450, 8.001, 27.294], [7.510, 6.101, 29.480], [6.299, 6.028, 27.479], [9.981, 5.959, 23.637], [8.707, 6.780, 23.482], [7.662, 6.108, 22.806], [6.543, 7.002, 22.484], [6.742, 7.804, 21.153], [10.700, 6.359, 24.352], [9.696, 4.966, 23.987], [10.344, 5.916, 22.610], [8.411, 7.018, 24.504], [8.887, 7.685, 22.902], [5.617, 6.455, 22.306], [6.227, 7.636, 23.313], [5.885, 8.448, 20.960], [6.883, 7.148, 20.294], [7.691, 8.329, 21.258], [9.708, 14.067, 30.310], [9.165, 13.057, 31.400], [8.436, 12.087, 30.648], [8.304, 10.867, 31.405], [7.206, 10.150, 30.488], [9.949, 15.051, 30.713], [10.566, 13.718, 29.736], [8.873, 14.258, 29.635], [10.001, 12.651, 31.970], [8.547, 13.533, 32.161], [9.271, 10.367, 31.338], [8.043, 11.039, 32.449], [6.420, 10.892, 30.343], [6.884, 9.257, 31.023], [7.435, 9.890, 29.455], [4.913, 11.062, 24.302], [4.505, 9.953, 25.264], [3.409, 9.365, 24.553], [2.759, 8.285, 25.250], [3.706, 7.170, 25.737], [5.495, 10.646, 23.479], [4.143, 11.652, 23.805], [5.598, 11.698, 24.863], [5.316, 9.226, 25.218], [4.240, 10.344, 26.246], [2.237, 8.744, 26.089], [2.088, 7.908, 24.478], [4.270, 6.740, 24.909], [3.128, 6.414, 26.268], [4.369, 7.400, 26.570], [14.311, 5.128, 30.040], [12.953, 5.593, 29.520], [11.991, 4.610, 29.944], [10.761, 4.711, 29.262], [9.828, 3.611, 29.933], [15.190, 5.719, 29.782], [14.320, 4.882, 31.102], [14.557, 4.173, 29.576], [12.698, 6.543, 29.989], [12.930, 5.735, 28.440], [10.372, 5.728, 29.310], [10.904, 4.538, 28.195], [8.818, 3.484, 29.545], [9.759, 3.561, 31.020], [10.316, 2.652, 29.757], [2.912, 5.250, 29.039], [2.882, 4.093, 28.054], [4.131, 4.214, 27.293], [4.301, 3.304, 26.253], [5.541, 3.553, 25.354], [2.966, 6.180, 28.473], [1.991, 5.279, 29.621], [3.761, 5.237, 29.722], [2.831, 3.140, 28.581], [1.978, 4.164, 27.450], [4.428, 2.289, 26.629], [3.459, 3.152, 25.577], [6.475, 3.643, 25.910], [5.478, 4.481, 24.786], [5.659, 2.873, 24.510]], "mulliken_charge": [1.23, -0.12, -0.20, -0.15, -0.81, -1.39, 0.48, -0.39, 0.18, -1.27, 0.30, 0.28, 0.40, -0.13, 0.25, 0.34, -0.08, 0.40, 0.33, 0.31, -1.14, -0.37, -0.27, -0.31, -1.02, 0.37, 0.28, 0.31, 0.33, 0.31, 0.30, 0.33, 0.31, 0.37, 0.20, -1.29, 0.29, -0.37, -0.78, -0.15, 0.24, 0.33, 0.37, -0.13, 0.41, 0.35, 0.32, 0.02, 0.11, 0.20, -1.23, -0.18, -0.37, -0.02, -1.19, 0.38, 0.30, 0.31, 0.26, 0.28, 0.30, 0.24, 0.28, 0.32, 0.35, -0.99, -0.42, -0.16, -0.47, -0.71, 0.18, 0.39, 0.25, 0.42, 0.32, 0.36, 0.37, 0.09, 0.02, 0.44], "max_force_ev_per_a": 3.75, "de_lowest_kcal_mol": 28.9, "gap_ev": 10.21, "energy_ev": -70404.765, "e_lumo_ev": 0.585}



# 3
{"formula": "C21H51ClIN6Si", "method": "wB97M-V/def2-TZVPD", "symbols": ["C", "Si", "C", "C", "N", "C", "N", "C", "C", "C", "N", "N", "N", "C", "C", "Cl", "N", "I", "H", "H", "H", "H", "H", "H", "H", "H", "H", "H", "H", "H", "H", "H", "H", "H", "H", "H", "H", "H", "H", "H", "H", "C", "C", "C", "C", "C", "C", "H", "H", "H", "H", "H", "H", "H", "H", "H", "H", "H", "H", "H", "H", "C", "C", "C", "C", "C", "C", "H", "H", "H", "H", "H", "H", "H", "H", "H", "H", "H", "H", "H", "H"], "positions_angstrom": [[-0.925, -0.003, 1.085], [-2.390, -0.614, 0.128], [-2.809, 0.492, -1.297], [-3.810, -0.902, 1.278], [-1.778, -2.239, -0.513], [-2.019, -2.926, -1.580], [-1.289, -4.103, -1.810], [-0.617, -4.171, -3.156], [0.901, -4.298, -3.010], [1.788, -3.055, -2.746], [1.140, -2.190, -1.726], [2.042, -2.377, -4.009], [3.034, -3.551, -2.184], [-1.144, -3.038, -4.030], [-2.648, -2.874, -3.892], [-3.499, -4.365, -4.406], [-2.941, -2.454, -2.515], [-4.866, -2.740, -1.829], [0.025, -0.327, 0.653], [-0.944, 1.091, 1.032], [-0.940, -0.309, 2.134], [-2.312, 0.234, -2.235], [-3.885, 0.494, -1.490], [-2.519, 1.511, -1.023], [-4.775, -1.094, 0.810], [-3.906, 0.019, 1.867], [-3.602, -1.711, 1.984], [-1.029, -2.689, 0.013], [-1.919, -4.896, -1.705], [-0.965, -5.097, -3.619], [1.064, -4.958, -2.157], [1.298, -4.802, -3.896], [1.735, -2.116, -0.908], [1.021, -1.251, -2.092], [1.214, -1.958, -4.418], [2.733, -1.641, -3.894], [3.622, -3.944, -2.913], [3.561, -2.776, -1.790], [-0.919, -3.238, -5.080], [-0.693, -2.079, -3.759], [-3.025, -2.076, -4.529], [6.249, -0.563, 3.293], [5.224, -0.449, 2.172], [3.785, -0.325, 2.673], [3.291, -1.511, 3.505], [3.383, -2.867, 2.806], [2.571, -2.929, 1.519], [6.094, -1.461, 3.894], [7.264, -0.608, 2.898], [6.190, 0.297, 3.963], [5.314, -1.313, 1.506], [5.454, 0.426, 1.559], [3.120, -0.174, 1.815], [3.696, 0.582, 3.278], [2.247, -1.326, 3.786], [3.847, -1.559, 4.443], [3.035, -3.643, 3.492], [4.426, -3.108, 2.584], [1.523, -2.693, 1.723], [2.613, -3.911, 1.045], [2.948, -2.201, 0.796], [-1.911, 3.961, 2.409], [-1.970, 4.370, 0.941], [-1.179, 5.638, 0.621], [-1.661, 6.890, 1.359], [-3.131, 7.240, 1.132], [-3.475, 7.519, -0.326], [-2.347, 4.719, 3.059], [-2.463, 3.034, 2.579], [-0.878, 3.803, 2.729], [-3.013, 4.496, 0.637], [-1.569, 3.554, 0.327], [-1.210, 5.813, -0.457], [-0.126, 5.471, 0.870], [-1.042, 7.735, 1.040], [-1.482, 6.776, 2.431], [-3.373, 8.119, 1.735], [-3.770, 6.436, 1.511], [-2.862, 8.332, -0.721], [-4.520, 7.806, -0.440], [-3.306, 6.644, -0.957]], "mulliken_charge": [-0.61, 0.15, -0.76, -0.99, 0.16, 0.12, -0.20, 0.31, -2.04, 0.97, -0.07, -0.66, -0.68, -1.16, -0.05, -0.13, -0.45, 0.28, 0.04, 0.16, 0.31, 0.26, 0.31, 0.30, 0.36, 0.30, 0.33, 0.20, 0.38, 0.75, 0.35, 0.49, -0.14, 0.22, 0.23, 0.28, 0.30, 0.25, 0.30, 0.32, 0.53, -1.29, -0.35, -0.45, -0.75, -0.61, -0.61, 0.29, 0.40, 0.30, 0.16, 0.41, 0.13, 0.43, 0.35, 0.36, 0.37, 0.32, 0.22, 0.38, -0.06, -1.29, 0.19, -0.93, -0.79, -0.32, -1.19, 0.42, 0.29, 0.30, 0.28, 0.03, 0.35, 0.40, 0.40, 0.30, 0.38, 0.22, 0.30, 0.38, 0.27], "max_force_ev_per_a": 0.67, "de_lowest_kcal_mol": 0.0, "gap_ev": 7.90, "energy_ev": -60041.930, "charge": 1, "e_lumo_ev": -4.362}